[1]
ORCA calculation (ωB97M-V/def2-TZVPD) on an isolated ion of composition C3H6ClN4 and charge +1.

Geometry as XYZ:
```
14
Properties=species:S:1:pos:R:3
N -2.0429 -1.2023 0.6349
C -1.5635 -0.2536 -0.3844
C -0.2080 0.2946 -0.0794
N 0.1103 1.1045 0.8895
N 1.4600 1.2619 0.7892
C 1.9603 0.5722 -0.2182
Cl 3.5526 0.4957 -0.6987
N 0.9313 -0.0528 -0.7862
H -1.5388 -1.0869 1.5054
H -1.8477 -2.1484 0.3310
H -1.5045 -0.7544 -1.3462
H -2.2588 0.5765 -0.4699
H 1.9772 1.8517 1.4252
H 0.9727 -0.6587 -1.5921
```

As for the total charge: +1. The value obtained for the total energy is -21684.048 eV. The calculation puts the HOMO-LUMO gap at 9.8 eV. The relative energy (zero: lowest compared OMol25 entry of this formula, charge and spin) is 0.0 kcal/mol. As for the SMILES: NCc1n[nH]c(Cl)[nH+]1.



[2]
ORCA calculation (ωB97M-V/def2-TZVPD) on a 2-piece molecular cluster, C3H6ClNO overall in a non-equilibrium geometry.

Geometry as XYZ:
```
12
Properties=species:S:1:pos:R:3
C 0.0290 -1.3477 3.0027
C -0.4033 1.2047 -0.8238
C -0.0253 -0.2597 -1.3906
N 0.1344 -1.3150 -0.4754
O -0.1871 -2.2898 3.5932
Cl -1.4111 -2.0059 0.0159
H 0.5466 -1.0617 0.3719
H -0.0933 1.0246 0.2678
H 0.0796 2.0379 -1.3192
H -1.5179 1.4576 -0.9602
H -0.7943 -0.5565 -2.1503
H 1.0351 -0.0552 -1.9190
```

The value obtained for the total energy is -19266.208 eV. The calculation puts the HOMO-LUMO gap at 10.2 eV. The relative energy (zero: lowest compared OMol25 entry of this formula, charge and spin) is 59.0 kcal/mol.



[3]
ORCA calculation (ωB97M-V/def2-TZVPD) on one molecule with the formula C3H6ClNO in a non-equilibrium geometry.

Geometry as XYZ:
```
12
Properties=species:S:1:pos:R:3
C 1.3016 0.3180 -0.7763
C 0.6907 -0.4556 0.3196
O 0.2544 0.4012 1.4119
C -0.7078 -0.2917 0.6912
N -1.4808 0.4175 -0.1510
Cl -1.4939 -1.7305 1.5121
H 1.8135 -0.2276 -1.5671
H 1.9991 0.8597 -0.1899
H 0.4241 1.1251 -1.1304
H 1.2086 -1.3428 0.6686
H -1.6667 0.0273 -1.0590
H -2.3428 0.8994 0.2703
```

The value obtained for the total energy is -19266.722 eV. The calculation puts the HOMO-LUMO gap at 10.9 eV. The relative energy (zero: lowest compared OMol25 entry of this formula, charge and spin) is 47.1 kcal/mol. As for the SMILES: C[C@H]1O[C@]1(N)Cl.



[4]
ORCA calculation (ωB97M-V/def2-TZVPD) on one molecule with the formula C3H6ClNO in a non-equilibrium geometry.

Geometry as XYZ:
```
12
Properties=species:S:1:pos:R:3
C 0.0728 1.9973 -0.0178
N 0.2038 0.6038 0.1349
C -0.7725 -0.1638 0.0966
Cl -2.4317 0.1871 0.0431
O -0.6201 -1.6504 0.0569
C 0.7093 -2.0222 -0.1079
H -0.8245 2.2910 0.8246
H -0.2796 2.3722 -1.0128
H 0.9438 2.6032 0.2422
H 0.6458 -3.0104 -0.3714
H 1.1847 -1.9279 0.8809
H 1.1682 -1.2800 -0.7694
```

The value obtained for the total energy is -19266.623 eV. The calculation puts the HOMO-LUMO gap at 10.8 eV. The relative energy (zero: lowest compared OMol25 entry of this formula, charge and spin) is 49.4 kcal/mol. As for the SMILES: C/N=C(\Cl)OC.